# 1
This record from OMol25 describes the molecule C2H4NOP at a distorted geometry. The level of theory is ωB97M-V/def2-TZVPD.

Structure (XYZ):
```
9
Properties=species:S:1:pos:R:3
C -0.93279 0.07020 -0.57762
C 0.65178 -0.67165 0.76932
N -0.33119 1.28292 -0.84035
O 1.43690 0.53046 0.63918
P 1.06287 1.66405 -0.37402
H -0.98090 -0.67703 -1.34342
H -2.02540 0.21089 -0.16443
H 0.05597 -0.99506 1.66643
H 1.06276 -1.41478 0.22490
```

The gap between HOMO and LUMO comes out at 9.04 eV. As for the maximum force: 5.447 eV Å⁻¹. The energy above the lowest of the compared OMol25 structures with the same formula, charge and spin comes out at 210.05 kJ/mol.


# 2
This record from OMol25 describes a 2-piece molecular cluster, C3H10N3O overall. The level of theory is ωB97M-V/def2-TZVPD.

Structure (XYZ):
```
17
Properties=species:S:1:pos:R:3
C -2.21779 1.19909 0.73351
C -0.28085 2.61231 0.66092
N -0.83846 1.52080 0.34759
H -2.21821 0.19661 1.14978
H -2.85532 1.31136 -0.13872
H -2.58388 1.88378 1.49328
H -0.78022 3.29732 1.33709
H 0.71597 2.84509 0.31337
H -0.33939 0.77218 -0.24736
N 1.70878 -1.05489 0.54121
C 0.86257 -1.50665 -0.43947
N 0.30895 -0.44079 -1.24301
O 0.53384 -2.64462 -0.59209
H 2.31715 -1.76088 0.93919
H 2.16139 -0.16861 0.35389
H 1.02392 -0.07217 -1.85790
H -0.41839 -0.84172 -1.83513
```

The gap between HOMO and LUMO comes out at 9.41 eV. As for the net charge: +1. As for the maximum force: 0.580 eV Å⁻¹. The energy above the lowest of the compared OMol25 structures with the same formula, charge and spin comes out at 154.52 kJ/mol.


# 3
This record from OMol25 describes C22H25BrClN5O5PRhS as an isolated structure. The level of theory is ωB97M-V/def2-TZVPD.

Structure (XYZ):
```
62
Properties=species:S:1:pos:R:3
Rh 0.59867 0.29637 -0.26044
O -2.65525 -0.51020 4.95879
C -1.96396 -0.29547 3.84407
C -2.30277 0.65194 2.87719
C -1.50344 0.77267 1.76887
N -0.39632 0.03332 1.55453
C -0.10110 -0.88353 2.48529
Br 1.35389 -2.04373 2.19674
C -0.83463 -1.08440 3.63159
H -3.42229 0.07323 5.02888
H -3.17628 1.28152 2.98042
H -1.75505 1.48702 1.00238
H -0.55623 -1.84196 4.34864
O 0.30600 -1.89152 -0.82914
S -0.86437 -1.58154 -1.69690
O -0.73561 -1.70360 -3.11056
N -1.11654 -0.07478 -1.14685
C -1.60750 1.05937 -1.80942
C -2.59164 1.11814 -2.76207
C -3.02908 2.37228 -3.23669
C -2.51096 3.54757 -2.76369
C -1.48258 3.52227 -1.79325
C -0.85639 4.67153 -1.25919
C 0.16179 4.54981 -0.35431
C 0.59615 3.26987 0.02523
N 0.01818 2.18698 -0.44413
C -1.02441 2.27431 -1.34273
C -2.21016 -2.56789 -1.16816
C -2.44781 -2.74490 0.19133
C -3.52703 -3.51252 0.58505
C -4.35481 -4.09149 -0.37236
C -4.10474 -3.91221 -1.72308
C -3.02233 -3.14503 -2.13373
H -3.03048 0.20844 -3.14922
H -3.80365 2.39508 -3.99102
H -2.86767 4.49975 -3.13222
H -1.18846 5.65030 -1.58286
H 0.65409 5.41789 0.05861
H 1.42859 3.11451 0.69937
H -1.78633 -2.30113 0.92311
H -3.72374 -3.67152 1.63689
H -5.19740 -4.69294 -0.05825
H -4.74643 -4.37329 -2.46101
H -2.79939 -3.00279 -3.18201
Cl 1.58041 0.64423 -2.35877
N 4.13370 -0.84977 -1.94632
C 3.81902 -1.29990 -0.55908
P 3.84304 0.21315 0.50091
O 4.94024 1.06463 -0.06099
O 2.44077 0.71759 0.67890
C 4.53160 -0.23837 2.16420
N 5.86796 0.45213 2.24116
H 4.91483 -0.18520 -1.92597
H 3.27781 -0.34342 -2.32031
H 4.34946 -1.62826 -2.56799
H 4.58406 -2.00999 -0.24567
H 2.84388 -1.78926 -0.56911
H 4.65845 -1.30656 2.31999
H 3.87867 0.14775 2.94269
H 5.92165 1.11142 3.01618
H 5.94735 0.97064 1.32496
H 6.64659 -0.19855 2.33154
```

The gap between HOMO and LUMO comes out at 7.70 eV. As for the net charge: +2. As for the maximum force: 0.753 eV Å⁻¹. The energy above the lowest of the compared OMol25 structures with the same formula, charge and spin comes out at 56.09 kJ/mol.


# 4
This record from OMol25 describes the molecule C5H8O2. The level of theory is ωB97M-V/def2-TZVPD.

Structure (XYZ):
```
15
Properties=species:S:1:pos:R:3
O -0.49147 -2.09339 0.42729
C 0.53091 -1.40034 1.01638
C 1.11322 -0.36962 0.40667
C 0.67977 0.12401 -0.94796
C -0.27074 1.33489 -0.86018
C -1.30833 1.16014 0.22435
O -1.60050 2.01946 1.02350
H -0.77880 -2.80159 1.01275
H 0.82862 -1.73416 2.00847
H -1.80603 0.16705 0.24927
H 1.90030 0.15669 0.93926
H 1.55431 0.40960 -1.54336
H 0.18437 -0.69461 -1.48043
H -0.79994 1.45351 -1.81651
H 0.26430 2.26835 -0.65950
```

The gap between HOMO and LUMO comes out at 9.66 eV. The SMILES is O=CCC/C=C\O. As for the maximum force: 0.535 eV Å⁻¹. The energy above the lowest of the compared OMol25 structures with the same formula, charge and spin comes out at 120.78 kJ/mol.


# 5
This record from OMol25 describes C34H49ClHfO3P4 as an isolated structure at a distorted geometry. The level of theory is ωB97M-V/def2-TZVPD.

Structure (XYZ):
```
92
Properties=species:S:1:pos:R:3
P -0.67326 -2.35547 -1.91808
C -0.80947 -4.14820 -1.63850
C -2.03161 -4.79174 -1.91307
H -2.94715 -4.21194 -2.03540
C -2.08023 -6.17930 -2.05862
H -3.02852 -6.64747 -2.32742
C -0.93231 -6.94553 -1.85797
H -0.98400 -8.03168 -1.95932
C 0.27195 -6.32147 -1.52095
H 1.16333 -6.92297 -1.35363
C 0.34006 -4.93083 -1.40029
H 1.28576 -4.45349 -1.13835
C -2.37503 -1.77149 -2.06377
C -3.16095 -1.63859 -0.90766
H -2.69170 -1.69852 0.07671
C -4.53916 -1.45177 -1.02480
H -5.14134 -1.36492 -0.12658
C -5.13648 -1.37690 -2.28415
H -6.21136 -1.21436 -2.37530
C -4.34987 -1.48870 -3.43052
H -4.79964 -1.43053 -4.41899
C -2.97310 -1.66849 -3.32864
H -2.35558 -1.74409 -4.22687
C 0.07199 -2.23592 -3.56271
C -0.02646 -3.34541 -4.42296
H -0.30686 -4.32506 -4.03148
C 0.23527 -3.20564 -5.78320
H 0.09959 -4.06688 -6.43488
C 0.65909 -1.97639 -6.28833
H 0.83743 -1.86737 -7.35946
C 0.85199 -0.89816 -5.42068
H 1.19190 0.05652 -5.81282
C 0.60020 -1.02874 -4.05326
H 0.83577 -0.21081 -3.36899
Hf 1.76826 0.70353 2.44867
C 0.48719 2.17285 1.45771
C -0.43171 2.20820 0.46792
H 0.69414 3.14343 1.96506
C -0.73366 0.96176 -0.39939
O -0.48511 1.36487 -1.77046
H -0.79531 0.66173 -2.38076
C 0.07146 -0.25673 -0.09804
H -1.79988 0.67757 -0.30834
C 0.15882 -1.46422 -0.61177
Cl 2.53437 -1.49024 2.08570
P 3.59555 1.67507 0.78542
P -0.24275 -0.00493 3.99943
C 5.27901 1.32587 1.38092
H 5.50524 0.26529 1.20974
H 5.34677 1.54000 2.45863
H 5.99093 1.95864 0.83067
C 3.56696 0.95515 -0.88449
H 2.58263 1.12500 -1.33881
H 3.73174 -0.12672 -0.81080
H 4.35142 1.41210 -1.50374
C 3.66027 3.46761 0.46709
H 3.71334 4.00749 1.42241
H 2.75382 3.78505 -0.06556
H 4.54949 3.70990 -0.13388
C 0.45940 -0.09908 5.68840
H 0.69541 0.91213 6.04996
H 1.38594 -0.68938 5.66510
H -0.26982 -0.57522 6.35852
C -1.67935 1.08365 4.26006
H -2.20082 1.23856 3.30645
H -1.34217 2.05964 4.63408
H -2.36918 0.63308 4.98915
C -0.99842 -1.64085 3.76831
H -0.21151 -2.40331 3.71964
H -1.55622 -1.65709 2.82255
H -1.67718 -1.85649 4.60537
P -1.23182 3.80160 0.07222
C -1.07413 5.04067 1.36307
C -2.96672 3.41335 -0.11958
H -0.02473 5.29931 1.55085
H -1.54683 4.71518 2.29873
H -1.59626 5.93658 0.99547
H -3.09065 2.56337 -0.79750
H -3.47681 4.29500 -0.51989
H -3.38312 3.15947 0.86234
C -0.47070 4.47981 -1.40092
H 0.49187 4.93562 -1.14101
H -1.13982 5.24782 -1.80742
H -0.31609 3.67144 -2.12362
H 0.84181 -2.15031 -0.09310
C 2.88815 3.38779 5.57752
C 3.51038 2.41500 4.62584
O 4.71269 2.25931 4.52785
O 2.61019 1.72996 3.86751
H 2.70130 2.90685 6.54670
H 1.96926 3.82067 5.17153
H 3.61276 4.17991 5.77344
```

The gap between HOMO and LUMO comes out at 6.44 eV. As for the net charge: +2. As for the maximum force: 3.303 eV Å⁻¹. The energy above the lowest of the compared OMol25 structures with the same formula, charge and spin comes out at 0.00 kJ/mol.


# 6
This record from OMol25 describes the molecule C6H7Cl at a distorted geometry. The level of theory is ωB97M-V/def2-TZVPD.

Structure (XYZ):
```
14
Properties=species:S:1:pos:R:3
C 0.58099 -1.36579 1.30311
C -0.07406 -2.29762 2.01825
C -0.09744 -0.58419 0.25934
C 0.26800 0.49556 -0.41234
C -0.55577 1.23933 -1.34989
C -0.21708 2.41740 -1.92797
H -1.12127 -2.48511 1.87966
H 0.39406 -2.78721 2.81535
H -1.06030 -0.97658 0.01094
H 1.28325 0.90526 -0.31996
H -1.48771 0.75693 -1.62308
H -0.88514 2.85182 -2.68141
H 0.71296 2.95152 -1.68184
Cl 2.25951 -1.12133 1.70983
```

The gap between HOMO and LUMO comes out at 8.76 eV. The SMILES is C=C/C=C/C(=C)Cl. As for the maximum force: 1.924 eV Å⁻¹. The energy above the lowest of the compared OMol25 structures with the same formula, charge and spin comes out at 81.56 kJ/mol.


# 7
This record from OMol25 describes a 2-piece molecular cluster, C7H9F3S overall at a distorted geometry. The level of theory is ωB97M-V/def2-TZVPD.

Structure (XYZ):
```
20
Properties=species:S:1:pos:R:3
C 0.48045 0.30344 -0.55344
C 1.17011 -0.72202 -0.07548
C 0.28025 -1.87984 0.48937
C -0.95828 0.11887 -0.57483
C 2.62577 -0.72562 0.05944
C -1.81382 0.89019 -1.53332
C -1.41340 1.39553 1.37699
F -0.22907 1.87067 1.80106
F -2.23014 2.29125 1.03380
F -1.88261 0.56896 2.38837
S -1.33445 -1.55845 -0.28439
H 0.95775 1.15396 -0.79423
H 0.73207 -2.89518 0.21679
H 0.18063 -1.87913 1.54681
H 3.06913 -1.45944 -0.64750
H 3.21363 -1.08439 0.96833
H 2.99850 0.28508 -0.17378
H -1.17842 1.74068 -1.65689
H -2.74066 1.26011 -1.12682
H -1.92743 0.32533 -2.46026
```

The gap between HOMO and LUMO (alpha / beta) comes out at 8.09 / 8.09 eV. As for the maximum force: 6.527 eV Å⁻¹. The energy above the lowest of the compared OMol25 structures with the same formula, charge and spin comes out at 193.10 kJ/mol.


# 8
This record from OMol25 describes the molecule C13H26BN3O4 at a distorted geometry. The level of theory is ωB97M-V/def2-TZVPD.

Structure (XYZ):
```
47
Properties=species:S:1:pos:R:3
O -1.85939 1.18365 -2.58849
O -0.68597 3.54690 -3.87675
O 1.61372 3.54879 -4.73949
O -2.28992 -0.90758 -3.26258
B 0.69722 3.43099 -3.68931
C -1.75599 -0.01378 -2.40389
N 0.43135 -2.35707 4.74642
N -0.12550 -0.05387 0.98350
N -1.41572 -2.07618 -1.16509
C 1.16429 3.28420 -2.11495
C -0.60430 -2.78155 3.73147
C 0.78445 -0.86644 4.62226
C -0.28016 -2.19662 2.35070
C 1.15907 -0.36057 3.20713
C 0.69181 2.04074 -1.29451
C -0.10263 -0.71681 2.32830
C 1.00418 -0.60208 0.11680
C 0.93156 0.79605 -2.07111
C -1.37653 0.04030 0.12805
C 0.53044 -0.53637 -1.34875
C -1.06358 -0.69246 -1.21709
H -1.18000 2.84394 -3.38305
H 1.07761 3.73253 -5.48295
H -2.62598 -0.52003 -4.08666
H 1.31373 -2.94235 4.71501
H -2.48373 -2.07263 -1.37499
H -1.09050 -2.44918 -2.05782
H 2.28568 3.35837 -2.03513
H 0.77507 4.23742 -1.61244
H -0.59893 -3.86014 3.65237
H -1.64607 -2.49020 4.07106
H -0.13648 -0.35046 4.98501
H 1.68251 -0.70829 5.26456
H -1.06914 -2.50259 1.62255
H 0.54639 -2.74522 1.85267
H 1.23882 0.72459 3.24064
H 2.08768 -0.80652 2.85324
H -0.37468 1.95520 -1.11373
H 1.18111 2.10318 -0.36200
H -0.96145 -0.21252 2.82424
H 1.14799 -1.64280 0.30760
H 2.00222 -0.18096 0.21981
H 0.42774 0.86772 -3.03781
H 1.98770 0.76725 -2.26486
H -2.20116 -0.46025 0.69505
H -1.68755 1.07436 0.00526
H 0.85301 -1.43066 -1.94025
```

The gap between HOMO and LUMO comes out at 8.65 eV. The SMILES is N[C@@]1(C(=O)O)CN(C2CCNCC2)C[C@@H]1CCCB(O)O. As for the maximum force: 2.775 eV Å⁻¹. The energy above the lowest of the compared OMol25 structures with the same formula, charge and spin comes out at 83.87 kJ/mol.


The lowest energy above the lowest of the compared OMol25 structures with the same formula, charge and spin belongs to which entry?
C34H49ClHfO3P4


Please write out number 2 again, unchanged.
This record from OMol25 describes a 2-piece molecular cluster, C3H10N3O overall. The level of theory is ωB97M-V/def2-TZVPD.

Structure (XYZ):
```
17
Properties=species:S:1:pos:R:3
C -2.21779 1.19909 0.73351
C -0.28085 2.61231 0.66092
N -0.83846 1.52080 0.34759
H -2.21821 0.19661 1.14978
H -2.85532 1.31136 -0.13872
H -2.58388 1.88378 1.49328
H -0.78022 3.29732 1.33709
H 0.71597 2.84509 0.31337
H -0.33939 0.77218 -0.24736
N 1.70878 -1.05489 0.54121
C 0.86257 -1.50665 -0.43947
N 0.30895 -0.44079 -1.24301
O 0.53384 -2.64462 -0.59209
H 2.31715 -1.76088 0.93919
H 2.16139 -0.16861 0.35389
H 1.02392 -0.07217 -1.85790
H -0.41839 -0.84172 -1.83513
```

The gap between HOMO and LUMO comes out at 9.41 eV. As for the net charge: +1. As for the maximum force: 0.580 eV Å⁻¹. The energy above the lowest of the compared OMol25 structures with the same formula, charge and spin comes out at 154.52 kJ/mol.


Among the records above, which one has the lowest maximum force?
C5H8O2